1.
# C36H84N10O12Pt

A structure of composition C36H84N10O12Pt at a distorted geometry (wB97M-V/def2-TZVPD, the OMol25 dataset).

Structure (XYZ):
```
143
Properties=species:S:1:pos:R:3
Pt 1.485 1.398 -6.156
C 2.955 -3.660 -7.041
C 1.599 -3.234 -7.449
C 0.482 -3.901 -6.552
O 1.638 -1.756 -7.509
H 3.230 -3.335 -6.037
H 3.747 -3.205 -7.635
H 3.080 -4.734 -7.182
H 1.433 -3.603 -8.461
H 0.548 -4.984 -6.655
H -0.518 -3.581 -6.844
H 0.670 -3.772 -5.486
C 1.523 1.344 -0.465
C 1.281 0.167 -1.421
C 0.259 -0.886 -0.807
O 1.005 0.572 -2.731
H 1.808 0.844 0.460
H 0.650 1.978 -0.308
H 2.324 2.027 -0.747
H 2.238 -0.350 -1.493
H 0.156 -1.779 -1.424
H -0.731 -0.446 -0.688
H 0.398 -1.065 0.259
C -4.668 5.179 -2.547
O -5.618 4.794 -3.237
N -3.719 4.386 -2.045
C -2.400 4.752 -1.575
C -3.985 2.922 -1.900
H -4.502 6.260 -2.421
H -1.564 4.245 -2.057
H -2.405 4.558 -0.503
H -2.212 5.824 -1.642
H -3.755 2.621 -0.878
H -5.057 2.725 -1.929
H -3.422 2.334 -2.625
C -7.592 -1.505 -4.273
O -8.157 -1.446 -5.366
N -6.304 -1.686 -4.083
C -5.832 -1.919 -2.690
C -5.291 -1.829 -5.139
H -8.053 -1.355 -3.285
H -4.762 -1.716 -2.635
H -5.983 -2.987 -2.533
H -6.279 -1.253 -1.952
H -5.005 -2.881 -5.107
H -5.680 -1.533 -6.114
H -4.420 -1.205 -4.938
C 1.141 1.663 7.459
O 0.588 0.677 6.931
N 2.151 2.316 6.902
C 2.736 3.447 7.641
C 2.827 1.870 5.662
H 0.877 2.076 8.445
H 3.394 4.051 7.016
H 3.277 2.971 8.459
H 1.996 4.109 8.092
H 2.116 1.396 4.985
H 3.094 2.763 5.096
H 3.710 1.264 5.862
C -2.010 7.258 3.287
O -2.914 8.081 3.384
N -0.736 7.427 2.866
C 0.264 6.413 2.927
C -0.253 8.845 2.609
H -2.169 6.197 3.536
H 0.884 6.459 3.823
H 0.871 6.493 2.025
H -0.213 5.439 2.828
H -0.005 9.062 1.570
H -1.046 9.546 2.869
H 0.536 9.100 3.318
C 6.833 -0.151 0.046
O 7.056 -0.399 -1.095
N 6.730 1.098 0.616
C 6.401 1.323 2.050
C 6.955 2.295 -0.254
H 6.588 -0.830 0.877
H 7.297 1.600 2.605
H 5.989 0.401 2.458
H 5.679 2.136 2.134
H 7.607 3.036 0.209
H 7.460 2.071 -1.193
H 6.064 2.923 -0.293
C 2.056 5.502 -3.942
O 1.752 4.998 -4.987
N 1.658 6.764 -3.609
C 1.928 7.392 -2.286
C 1.012 7.684 -4.570
H 2.531 4.963 -3.108
H 2.251 6.573 -1.644
H 1.065 7.930 -1.894
H 2.777 8.075 -2.297
H -0.053 7.728 -4.341
H 1.351 8.719 -4.539
H 1.069 7.226 -5.557
C 0.989 -4.976 3.921
O 0.566 -6.018 3.510
N 2.209 -4.888 4.528
C 2.762 -3.632 5.064
C 3.029 -6.037 4.660
H 0.383 -4.061 3.841
H 2.029 -2.837 4.924
H 3.671 -3.261 4.591
H 2.957 -3.676 6.135
H 3.301 -6.106 5.713
H 2.390 -6.903 4.489
H 3.903 -6.088 4.010
C 3.647 -7.196 -0.246
O 4.840 -7.451 -0.073
N 3.187 -5.942 -0.514
C 4.026 -4.796 -0.389
C 1.802 -5.716 -0.829
H 2.869 -7.960 -0.091
H 5.021 -5.194 -0.191
H 3.731 -4.237 0.499
H 4.155 -4.232 -1.313
H 1.558 -5.430 -1.852
H 1.236 -6.622 -0.612
H 1.498 -5.056 -0.017
C -3.155 0.275 3.313
O -2.898 1.456 3.049
N -4.421 -0.217 3.256
C -4.841 -1.507 3.699
C -5.474 0.674 2.773
H -2.471 -0.483 3.725
H -5.300 -2.045 2.869
H -5.597 -1.400 4.477
H -3.946 -2.058 3.989
H -6.182 0.021 2.262
H -6.043 1.028 3.633
H -5.192 1.534 2.165
C -5.374 -6.906 -0.588
O -6.210 -6.217 -0.006
N -4.007 -6.661 -0.679
C -3.115 -7.723 -1.237
C -3.404 -5.458 -0.165
H -5.635 -7.748 -1.248
H -3.695 -8.634 -1.380
H -2.337 -8.136 -0.595
H -2.532 -7.415 -2.105
H -4.061 -4.828 0.434
H -2.569 -5.650 0.508
H -3.066 -4.902 -1.040
```

The multiplicity is 3. Its charge is 0. Its relative energy (zero: lowest compared OMol25 entry of this formula, charge and spin) is 565.39 kJ/mol. The LUMO energy (spin up / spin down) comes out at -0.51 / -1.61 eV. The value obtained for the electronic energy is -81399.885 eV. The value obtained for the max |F| is 3.4 eV/A.

2.
# C25H33NO6

The molecule C25H33NO6 (wB97M-V/def2-TZVPD, the OMol25 dataset).

Structure (XYZ):
```
65
Properties=species:S:1:pos:R:3
C 3.917 1.577 1.253
C 3.666 0.761 -0.001
O 2.448 0.034 0.164
C 2.217 -0.948 -0.709
O 2.963 -1.220 -1.613
C 0.901 -1.677 -0.434
C 1.224 -2.906 0.444
C 2.078 -2.588 1.668
O 3.414 -2.472 1.228
C 4.356 -1.977 2.074
C 4.136 -1.626 3.401
C 5.177 -1.113 4.158
C 6.436 -0.948 3.613
C 6.660 -1.310 2.293
C 5.633 -1.822 1.529
C 0.329 -2.166 -1.774
C -0.155 -0.984 -2.625
N -1.125 -0.137 -1.964
C -2.454 -0.719 -1.858
C -3.459 0.331 -1.463
C -3.477 1.541 -2.148
C -4.392 2.510 -1.792
O -4.506 3.750 -2.389
C -3.619 4.061 -3.433
C -5.316 2.299 -0.753
O -6.197 3.310 -0.457
C -5.299 1.084 -0.070
O -6.112 0.708 0.957
C -7.130 1.571 1.412
C -4.358 0.119 -0.440
C -0.596 0.347 -0.705
C -0.129 -0.766 0.245
H 3.080 2.245 1.440
H 4.821 2.165 1.128
H 4.042 0.920 2.109
H 3.567 1.407 -0.882
H 4.479 0.052 -0.185
H 1.773 -3.632 -0.158
H 0.287 -3.361 0.770
H 1.745 -1.655 2.139
H 1.999 -3.402 2.403
H 3.166 -1.751 3.856
H 4.994 -0.841 5.188
H 7.239 -0.545 4.211
H 7.641 -1.192 1.858
H 5.787 -2.113 0.501
H 1.104 -2.703 -2.322
H -0.499 -2.851 -1.583
H -0.589 -1.353 -3.558
H 0.707 -0.359 -2.879
H -2.512 -1.559 -1.149
H -2.716 -1.103 -2.849
H -2.760 1.697 -2.935
H -2.579 4.036 -3.094
H -3.742 3.377 -4.278
H -3.875 5.073 -3.745
H -6.003 4.033 -1.069
H -7.847 1.799 0.621
H -6.722 2.505 1.804
H -7.630 1.027 2.212
H -4.367 -0.809 0.111
H -1.368 0.947 -0.218
H 0.251 1.000 -0.937
H 0.288 -0.308 1.140
H -0.989 -1.370 0.543
```

Its charge is 0. Its relative energy (zero: lowest compared OMol25 entry of this formula, charge and spin) is 287.50 kJ/mol. Its SMILES is CCOC(=O)C1(CCOc2ccccc2)CCN(Cc2cc(OC)c(O)c(OC)c2)CC1. The LUMO energy comes out at 0.73 eV. The value obtained for the electronic energy is -40235.247 eV. The value obtained for the max |F| is 0.8 eV/A.

3.
# C6H10N

The ion C6H10N with charge +1 at a distorted geometry (wB97M-V/def2-TZVPD, the OMol25 dataset).

Structure (XYZ):
```
17
Properties=species:S:1:pos:R:3
C 0.277 -0.527 -3.543
N -0.252 -0.511 -2.523
C -0.745 -0.644 -1.241
C -0.156 -0.089 0.148
C 0.740 1.080 -0.044
C -0.416 -0.493 1.414
C 0.216 0.062 2.647
H 0.298 -0.394 -4.617
H -1.054 -1.714 -1.012
H -1.802 -0.181 -1.209
H 0.374 1.745 -0.866
H 0.944 1.830 0.846
H 1.701 0.746 -0.318
H -1.302 -1.200 1.453
H 0.424 -0.847 3.247
H -0.526 0.540 3.171
H 1.279 0.598 2.448
```

Its charge is +1. Its relative energy (zero: lowest compared OMol25 entry of this formula, charge and spin) is 289.90 kJ/mol. Its SMILES is C#[N+]C/C(C)=C/C. The LUMO energy comes out at -5.34 eV. The value obtained for the electronic energy is -7863.344 eV. The value obtained for the max |F| is 6.3 eV/A.